(1)
Density functional theory data (ωB97M-V/def2-TZVPD) for one molecule with the formula C4H6O2.

The orbital gap comes out at 10.39 eV. The calculation puts the energy above the lowest of the compared OMol25 structures with the same formula, charge and spin at 1.0561 eV. The LUMO energy comes out at 0.91 eV. Its max |F| is 0.673 eV/A. Its total energy is -306.46748 Ha. The calculation puts the molar mass at 86.09 Da.

Structure (ORCA input):
```
! wB97M-V def2-TZVPD RIJCOSX def2/J DEFGRID3
* xyz 0 1
O 0.785 2.183 0.429
C 0.434 1.075 0.117
C -0.980 0.547 -0.105
C -0.708 -0.959 -0.110
O 0.552 -1.093 -0.737
C 1.310 -0.170 0.000
H -1.356 0.914 -1.065
H -1.652 0.868 0.694
H -0.596 -1.278 0.938
H -1.416 -1.579 -0.649
H 2.285 -0.039 -0.464
H 1.340 -0.514 1.049
*
```

=====

(2)
Density functional theory data (ωB97M-V/def2-TZVPD) for a 3-piece molecular cluster, C28H30BrF21N2O5Si overall.

The orbital gap comes out at 7.40 eV. The LUMO energy comes out at -1.54 eV. Its max |F| is 9.211 eV/A. Its total energy is -6530.84695 Ha. The calculation puts the molar mass at 981.50 Da.

Structure (ORCA input):
```
! wB97M-V def2-TZVPD RIJCOSX def2/J DEFGRID3
* xyz 0 1
C 5.160 -3.916 -0.186
Si 4.504 -2.704 -1.530
C 5.685 -1.230 -1.940
C 4.389 -3.757 -3.185
O 2.890 -2.072 -1.244
C 2.701 -1.613 0.141
C 3.179 -0.074 0.439
N 2.585 0.974 -0.475
C 2.626 2.347 0.227
O 3.628 3.255 0.240
C 1.122 2.402 0.875
C 0.474 3.259 2.113
N 1.314 4.254 2.885
C -1.102 3.003 2.499
C -2.069 1.931 1.657
Br -3.962 1.713 2.265
C -1.428 1.066 0.377
C -2.277 -0.026 -0.501
C -3.630 0.568 -1.225
C -4.700 -0.636 -1.625
C -5.913 -0.841 -0.542
F -7.151 -1.129 -1.359
F -6.243 0.364 0.264
C -5.704 -2.209 0.391
F -5.630 -3.376 -0.544
F -4.458 -2.191 1.192
F -6.827 -2.467 1.320
C 0.164 1.349 0.062
C 1.198 0.716 -1.041
O 1.007 0.128 -2.229
H 5.762 -4.829 -0.665
H 5.916 -3.420 0.580
H 4.248 -4.413 0.384
H 6.651 -1.613 -2.479
H 5.106 -0.549 -2.718
H 5.874 -0.603 -0.970
H 3.613 -3.322 -3.945
H 4.095 -4.887 -2.956
H 5.487 -3.813 -3.640
H 1.527 -1.680 0.352
H 3.202 -2.294 0.960
H 2.803 0.187 1.541
H 4.349 -0.079 0.497
H 1.658 3.831 3.797
H 2.110 4.636 2.328
H -1.578 3.581 3.398
H -1.558 -0.366 -1.391
H -2.453 -0.993 0.145
H -3.267 1.014 -2.271
H -4.129 1.472 -0.660
H -5.222 -0.341 -2.657
H -4.103 -1.652 -1.696
F 3.468 6.895 5.210
C 3.386 7.885 6.123
F 2.170 7.749 6.722
C 3.525 9.272 5.503
F 2.482 9.559 4.679
F 3.457 10.196 6.516
C 4.841 9.520 4.752
O 4.809 9.331 3.333
C 4.951 7.981 2.894
F 5.393 7.225 3.927
F 5.960 7.990 1.981
C 3.675 7.424 2.242
F 2.602 7.524 3.066
F 3.815 6.103 1.946
H 4.148 7.714 6.888
H 5.070 10.586 4.874
H 5.691 9.004 5.214
H 3.444 7.961 1.322
F -6.637 -8.216 -4.033
C -5.584 -9.054 -4.132
F -5.957 -10.207 -3.510
C -4.319 -8.488 -3.495
F -4.452 -8.356 -2.148
F -3.310 -9.401 -3.676
C -3.834 -7.155 -4.083
O -4.231 -5.969 -3.386
C -5.540 -5.492 -3.691
F -5.986 -6.110 -4.810
F -5.391 -4.181 -4.025
C -6.514 -5.611 -2.507
F -6.590 -6.883 -2.042
F -7.775 -5.256 -2.875
H -5.426 -9.288 -5.187
H -2.740 -7.160 -4.000
H -4.024 -7.078 -5.160
H -6.202 -4.970 -1.682
*
```

=====

(3)
Density functional theory data (ωB97M-V/def2-TZVPD) for C5H4LiO2 as an isolated structure.

The orbital gap comes out at 7.72 eV. The calculation puts the energy above the lowest of the compared OMol25 structures with the same formula, charge and spin at 0.0025 eV. The LUMO energy comes out at -4.41 eV. Its max |F| is 1.924 eV/A. Its total energy is -350.57796 Ha. The calculation puts the molar mass at 103.03 Da.

Structure (ORCA input):
```
! wB97M-V def2-TZVPD RIJCOSX def2/J DEFGRID3
* xyz 1 1
O -0.437 1.087 -1.965
C -0.369 1.620 -0.671
H 0.332 0.535 -2.136
H -1.055 2.473 -0.601
H 0.683 1.949 -0.420
C -0.757 0.619 0.358
C -1.006 0.183 1.549
H -1.486 0.218 2.520
C 0.155 -0.485 0.833
C 0.847 -1.525 0.570
O 1.546 -2.458 0.286
Li 1.548 -4.216 -0.324
*
```

=====

(4)
Density functional theory data (ωB97M-V/def2-TZVPD) for a 3-piece molecular cluster, C4H13NO2 overall.

The orbital gap comes out at 9.45 eV. The calculation puts the energy above the lowest of the compared OMol25 structures with the same formula, charge and spin at 0.3997 eV. The LUMO energy comes out at 0.88 eV. Its max |F| is 0.874 eV/A. Its total energy is -365.42780 Ha. The calculation puts the molar mass at 107.15 Da.

Structure (ORCA input):
```
! wB97M-V def2-TZVPD RIJCOSX def2/J DEFGRID3
* xyz 0 1
C -0.652 0.248 1.845
C 0.430 0.550 1.127
N 1.722 0.268 1.574
C 0.443 1.114 -0.276
C -0.932 1.450 -0.885
H -1.671 0.497 1.552
H -0.579 -0.138 2.844
H 2.400 0.966 1.313
H 1.810 -0.053 2.529
H 0.898 0.330 -0.881
H 1.082 1.999 -0.261
H -1.253 0.639 -1.540
H -1.699 1.593 -0.140
H -0.857 2.337 -1.517
O -0.685 -2.265 -0.160
H -0.782 -1.518 0.458
H -1.548 -2.693 -0.164
O 0.489 -1.449 -2.634
H 0.210 -1.856 -1.785
H 1.172 -2.018 -3.000
*
```

=====

(5)
Density functional theory data (ωB97M-V/def2-TZVPD) for C20H14Cl3N4O10Sr as an isolated structure.

The orbital gap comes out at 8.59 eV. The calculation puts the energy above the lowest of the compared OMol25 structures with the same formula, charge and spin at 0.8598 eV. The LUMO energy comes out at 2.36 eV. Its max |F| is 1.925 eV/A. Its total energy is -3153.59831 Ha. The calculation puts the molar mass at 664.33 Da.

Structure (ORCA input):
```
! wB97M-V def2-TZVPD RIJCOSX def2/J DEFGRID3
* xyz -1 1
Sr -0.675 -1.014 0.002
C 2.918 -0.553 -1.888
C 2.831 -0.751 -0.418
N 1.710 -0.840 0.257
C 2.061 -1.093 1.569
C 3.427 -1.144 1.673
N 3.886 -0.925 0.399
C 4.442 -1.350 2.742
O 4.023 -1.493 3.976
O 5.617 -1.351 2.432
C 0.996 -1.366 2.603
O 1.372 -1.561 3.772
O -0.190 -1.398 2.178
H 2.136 0.138 -2.199
H 2.761 -1.510 -2.388
H 3.887 -0.154 -2.187
H 4.868 -0.931 0.166
H 3.001 -1.433 4.034
O -1.936 0.876 0.308
C -1.098 1.542 -0.374
O -0.266 1.023 -1.166
C -1.093 3.032 -0.189
C -1.749 3.605 0.890
C -1.752 4.992 1.086
C -1.082 5.743 0.155
O -0.945 7.107 0.118
C -0.156 7.390 -1.040
O 0.146 6.158 -1.689
C -0.433 5.174 -0.919
C -0.409 3.823 -1.123
H -2.269 2.950 1.574
H -2.254 5.451 1.926
H 0.771 7.875 -0.732
H -0.732 8.024 -1.716
H 0.109 3.362 -1.951
O -3.009 -3.587 -0.782
C -1.859 -4.017 -0.817
C -1.560 -5.514 -0.850
C -0.042 -5.571 -0.838
C 0.373 -4.103 -0.809
O 1.539 -3.750 -0.811
N -0.719 -3.260 -0.806
H -2.016 -5.938 -1.745
H -2.035 -5.983 0.011
H 0.397 -6.036 -1.720
H 0.379 -6.069 0.035
Cl -3.596 -1.429 1.363
C -4.437 -0.966 -0.128
Cl -5.170 0.649 0.063
Cl -5.718 -2.136 -0.482
C -3.527 -0.919 -1.301
N -2.921 -0.767 -2.264
*
```